DFT (ωB97M-V/def2-TZVPD) results for the ion C20H45ClIN5O7PS with charge +1.

Structure (XYZ):
```
81
Properties=species:S:1:pos:R:3:forces:R:3
C -1.65148 -4.85502 -3.35385 0.36 0.57 -0.93
C -2.76978 -3.84331 -3.52565 -0.64 -0.81 0.64
O -2.49562 -2.56133 -2.89347 0.14 0.13 0.00
P -1.54801 -1.61078 -3.73442 0.24 0.40 -1.21
O -0.68086 -2.28345 -4.69262 0.78 -0.80 -0.25
C -0.53990 -0.65918 -2.56123 -1.27 -0.54 0.39
C 0.02942 -1.63194 -1.51048 -1.14 0.97 -0.29
C 0.10505 -1.18708 -0.03469 3.45 -1.26 -0.87
N 1.15532 -2.04101 0.56608 -0.99 -0.59 0.13
C 0.57282 0.24211 0.35558 -1.35 1.20 1.79
N 0.02375 1.33134 -0.41580 0.35 -0.26 -0.49
O 1.88570 0.41443 0.72820 0.09 -0.70 -0.99
C 2.81604 0.62611 -0.35336 0.10 0.39 0.24
C 4.22028 0.39720 0.16233 0.29 -0.20 0.06
C 4.36870 -0.92324 0.90950 0.19 0.29 -0.01
C 4.77783 1.55580 0.99815 -0.25 0.56 0.03
C 4.03513 1.81530 2.30983 0.36 0.21 -0.05
C 4.92040 2.87050 0.19388 0.37 -0.54 0.47
O -0.09568 0.39931 1.64035 0.03 -0.10 -0.44
C -0.94340 -0.61864 2.05206 1.11 1.33 0.74
I 0.14006 -1.62205 3.66343 -0.12 -0.44 -0.13
C -2.18825 0.06146 2.69047 0.03 -0.15 -0.13
C -2.11758 1.58317 2.73092 -0.41 0.21 0.57
C -1.22876 2.13555 3.85543 0.02 -0.20 -0.97
C -1.72737 3.45966 4.39327 1.04 -0.62 -0.03
S -1.59940 4.83758 3.23356 -0.83 0.52 1.31
O -2.85687 5.06214 2.63114 -0.79 -0.71 -1.28
O -1.05745 5.93105 3.94092 1.18 0.61 0.46
Cl -0.20423 4.31084 1.81367 -0.08 -0.07 0.00
N -1.14308 -1.39530 0.75531 -1.41 0.41 -0.04
N -2.18523 -0.77301 -0.01597 -0.25 0.16 -0.65
C -1.61236 -2.82203 0.92767 -0.29 -1.04 0.59
N -2.55687 -2.90773 2.01337 -0.05 0.06 -0.85
O -2.55721 -0.64659 -4.50127 0.14 0.29 0.74
C -1.93218 0.53273 -5.06271 -0.68 0.65 0.38
C -2.19320 1.74800 -4.15866 0.48 -0.45 -0.01
H -2.02521 -5.86453 -3.24969 -0.15 -0.14 0.27
H -1.03509 -4.82465 -4.24375 0.28 -0.08 -0.10
H -0.99646 -4.57126 -2.53931 -0.02 -0.17 0.42
H -3.06366 -3.71185 -4.55873 0.18 0.21 -0.24
H -3.64339 -4.22709 -3.01270 -0.29 0.25 0.20
H 0.22450 -0.12976 -3.11378 0.21 -0.03 -0.24
H -1.21023 0.06313 -2.12383 -0.05 0.25 0.23
H 0.99743 -1.94871 -1.86245 0.48 0.02 0.25
H -0.57479 -2.53331 -1.51197 -0.09 -0.22 0.04
H 0.92811 -3.00374 0.32325 0.10 -0.02 0.10
H 2.02248 -1.88320 0.06844 0.12 0.38 0.26
H 0.35300 1.33280 -1.37704 -0.06 -0.13 0.03
H 0.40669 2.17675 0.00192 -0.28 0.09 0.12
H 2.60939 -0.00170 -1.22530 -0.16 -0.35 0.11
H 2.71717 1.65487 -0.68961 -0.07 0.19 -0.13
H 4.85971 0.32695 -0.71783 0.01 0.09 -0.26
H 5.41095 -1.02763 1.18588 0.24 -0.14 0.09
H 3.78832 -0.92248 1.82277 -0.25 -0.17 0.11
H 4.12308 -1.78690 0.29887 -0.15 -0.17 -0.11
H 5.78488 1.26563 1.27863 0.23 -0.20 0.04
H 4.46359 2.69767 2.77640 0.14 0.11 0.11
H 2.98534 2.03190 2.16518 -0.32 -0.12 -0.03
H 4.17071 1.00673 3.01735 -0.25 -0.27 0.12
H 5.96200 3.00562 -0.06915 0.18 0.02 -0.38
H 4.32613 2.89774 -0.71127 -0.15 0.16 -0.13
H 4.69000 3.70382 0.84240 -0.33 0.35 -0.08
H -3.12913 -0.22805 2.24123 0.02 -0.25 -0.27
H -2.24830 -0.28367 3.70910 -0.15 -0.24 0.26
H -1.88462 2.03500 1.77501 0.15 -0.02 -0.23
H -3.12632 1.91795 2.96715 -0.29 -0.08 -0.07
H -0.22328 2.28737 3.47904 0.27 -0.16 0.06
H -1.15030 1.38228 4.63298 -0.11 0.14 0.43
H -2.74707 3.41746 4.75299 -0.37 0.26 -0.28
H -1.09254 3.75147 5.21868 0.14 0.30 0.16
H -3.09889 -1.00780 0.35168 0.14 -0.08 0.25
H -2.06725 0.23969 -0.02562 0.24 -0.02 0.16
H -0.79492 -3.50188 1.11790 0.49 0.39 0.06
H -2.06731 -3.11314 -0.00963 0.07 0.26 -0.40
H -3.46996 -3.10149 1.62187 -0.12 -0.08 0.39
H -2.29701 -3.65261 2.64450 -0.09 0.16 0.21
H -0.87147 0.37033 -5.21471 0.16 -0.17 -0.19
H -2.40628 0.71803 -6.01317 -0.03 -0.31 -0.36
H -2.87481 1.46987 -3.36444 -0.28 -0.01 0.08
H -1.26873 2.07500 -3.68918 0.06 0.25 0.04
H -2.62215 2.56481 -4.72096 -0.04 0.25 -0.04
```
Positions in Å, forces in eV/Å.

The frontier orbital gap comes out at 9.56 eV. Its highest occupied orbital energy is -12.192 eV. Its total charge is +1. As for the structure (SMILES): CCOP(=O)(CC[C@@]1(N)[C@](N)(OC[C@H](C)C(C)C)O[C@@](I)(CCCCS(=O)(=O)Cl)[N@+]1(N)CN)OCC. Its largest force on an atom is 3.77 eV Å⁻¹. For the energy relative to the best compared isomer or geometry (same formula, charge and spin), the calculation gives 37.3 kcal per mole. The LUMO energy is -2.63 eV. The spin multiplicity is 1.

Results of the Mulliken charge analysis, in e, for atoms 1 through 8: atom 1 (C): -0.95, atom 2 (C): -0.46, atom 3 (O): -0.38, atom 4 (P): 0.74, atom 5 (O): -0.82, atom 6 (C): -0.81, atom 7 (C): -1.63, atom 8 (C): -0.31

DFT (ωB97M-V/def2-TZVPD) results for a structure of composition C20H45EuN2O2P2.

Structure (XYZ):
```
72
Properties=species:S:1:pos:R:3:forces:R:3
Eu -0.33987 0.31888 -0.14145 -1.32 -0.50 1.89
P 1.48657 1.93707 0.28067 -0.83 -0.36 -0.24
P -2.48556 -0.84235 -0.70637 0.54 1.66 -0.62
N -1.61859 1.94749 0.68070 -1.30 2.33 -0.22
C 0.51270 2.78557 1.60628 0.48 0.76 0.32
H 1.12511 2.74527 2.51127 -0.23 0.25 0.14
H 0.45407 3.83815 1.29322 -0.13 -0.23 0.28
C -0.89673 2.26769 1.92130 -0.68 -0.16 -0.21
H -0.86242 1.35755 2.54326 0.02 0.27 -0.09
H -1.50122 3.01961 2.43916 0.41 0.02 0.42
C -3.04821 1.57383 0.71720 0.71 -0.04 -0.05
H -3.50449 2.00959 -0.17299 -0.11 -0.04 0.15
H -3.45982 2.04213 1.60471 -0.57 -0.10 0.15
C -3.26151 0.04248 0.72617 -0.56 -0.37 0.06
H -4.32893 -0.18136 0.66623 -0.18 0.19 0.44
H -2.87105 -0.38961 1.66563 -0.16 0.04 -0.32
C -2.48214 -2.57255 -0.50633 -1.03 -1.85 0.85
C -1.26120 -3.24593 0.15927 0.25 0.33 -0.25
H -1.23552 -3.11234 1.24463 -0.12 0.06 -0.16
H -0.30990 -2.87258 -0.25732 -0.51 -0.08 0.04
H -1.28645 -4.32221 -0.04067 -0.15 0.13 0.04
C -3.25939 -0.26055 -2.20216 -1.12 -0.78 -0.85
C -2.50422 -0.76217 -3.46905 0.33 0.35 0.25
H -2.48121 0.03062 -4.21404 0.04 0.02 0.00
H -3.00316 -1.62680 -3.90405 0.05 0.16 -0.01
H -1.46393 -1.03524 -3.22915 -0.35 0.26 -0.26
C 1.93003 3.10650 -0.94669 0.75 1.33 -0.58
C 3.06827 2.53680 -1.80871 0.06 0.31 -0.13
H 3.18775 3.11470 -2.73395 -0.12 -0.09 0.24
H 2.88695 1.49823 -2.07482 -0.02 -0.06 -0.14
H 4.01140 2.61318 -1.25836 -0.08 -0.12 -0.17
C 2.84418 1.11307 1.11070 0.80 0.25 0.24
C 3.59256 0.07432 0.25647 0.04 -0.11 0.02
H 4.23675 -0.53012 0.90985 -0.04 0.20 -0.08
H 4.22793 0.54192 -0.50146 -0.10 -0.10 0.22
H 2.91158 -0.61132 -0.26516 0.19 0.42 0.12
C 0.72553 -0.64937 -1.62721 6.06 -4.78 -9.02
C -4.72329 -0.73154 -2.17467 -0.72 0.69 -0.81
H -4.92537 -1.41950 -1.35950 -0.25 -0.07 0.08
H -5.40662 0.12046 -2.08303 0.00 -0.21 0.07
H -4.96914 -1.23377 -3.11719 -0.16 0.06 0.22
C 2.34782 4.33602 -0.15898 0.84 1.21 -0.35
H 3.29927 4.71590 -0.54863 -0.18 0.24 0.10
H 1.60471 5.12032 -0.23713 -0.04 0.30 0.02
H 2.49796 4.12105 0.90090 0.04 0.40 -0.30
C 3.74491 2.20350 1.64722 1.38 -0.48 0.82
H 4.57826 1.74778 2.19984 -0.03 0.19 -0.01
H 4.18468 2.80323 0.84816 -0.04 -0.13 0.13
H 3.23109 2.86998 2.34111 0.06 -0.02 -0.02
C -2.76783 -3.17918 -1.86481 0.17 -0.88 -0.34
H -1.98625 -2.95364 -2.60063 -0.13 -0.12 0.40
H -2.82259 -4.26544 -1.79148 -0.06 -0.04 0.08
H -3.71143 -2.81845 -2.24803 -0.05 -0.21 -0.17
H -3.33769 -2.69806 0.16041 -0.28 -0.88 0.01
H 2.37847 0.56514 1.94832 -0.02 0.32 -0.19
H -3.21373 0.83159 -2.20478 0.18 -0.18 0.23
H 1.06784 3.35206 -1.60676 0.39 -0.57 0.61
O 1.36264 -1.22729 -2.53909 -3.28 2.78 4.71
H -1.44966 2.65210 -0.04451 -0.18 -0.03 0.34
H -0.66628 1.26664 -1.83906 0.00 0.61 -1.30
C 2.09545 -2.95038 0.67218 -0.61 0.81 0.12
N 1.53381 -2.64485 2.02776 1.02 -1.07 -0.62
C 2.02199 -3.54763 3.09559 -0.60 0.61 0.33
C 0.68383 -1.71044 2.32825 -1.26 1.77 -0.89
O 0.17992 -0.85109 1.49969 2.08 -3.72 4.08
H 1.83547 -3.96715 0.38144 -0.07 -0.01 0.21
H 3.18188 -2.84370 0.69020 -0.16 0.01 0.16
H 1.67964 -2.25928 -0.07313 0.21 -0.29 0.38
H 2.51387 -2.93884 3.85115 0.08 -0.19 0.12
H 1.16247 -4.05720 3.52845 0.15 -0.13 0.10
H 2.71813 -4.27813 2.70899 0.04 0.02 -0.24
H 0.33990 -1.63037 3.38500 0.46 -0.33 -0.55
```
Positions in Å, forces in eV/Å.

The frontier orbital gap (spin up / spin down) comes out at 6.03 / 7.21 eV. Its highest occupied orbital energy (spin up / spin down) is -8.558 / -9.677 eV. The expectation value of S² is 15.7815. Its total charge is +1. Its largest force on an atom is 11.87 eV Å⁻¹. The LUMO energy (spin up / spin down) is -2.52 / -2.47 eV. The spin multiplicity is 8.

Results of the Mulliken charge analysis, in e, for atoms 1 through 8: atom 1 (Eu): -0.51, atom 2 (P): 0.40, atom 3 (P): -0.26, atom 4 (N): -0.05, atom 5 (C): -1.05, atom 6 (H): 0.42, atom 7 (H): 0.46, atom 8 (C): -0.92

DFT (ωB97M-V/def2-TZVPD) results for a structure of composition C20H45IrN2P3S2.

Structure (XYZ):
```
73
Properties=species:S:1:pos:R:3:forces:R:3
Ir -0.02880 0.06976 0.33353 0.93 -1.81 -0.32
P -0.72515 2.03071 1.07219 -1.12 1.64 2.16
P -2.16967 -0.59976 -0.31671 -1.17 -0.47 -0.08
P 2.17587 0.95344 0.17884 1.69 0.70 0.17
H 1.17223 -1.76484 -6.27884 0.86 -0.12 0.80
C 1.97107 -1.72847 -5.49194 -0.15 2.81 -2.55
C 2.08007 -2.66648 -4.53020 0.76 -2.35 2.04
H 1.38081 -3.50780 -4.57477 0.55 0.03 0.21
C -0.85320 3.39386 -0.14123 0.17 0.03 0.13
C -2.38024 2.11208 1.87046 0.07 0.29 -0.05
C 0.29155 2.45989 2.55255 -0.22 0.56 0.01
C -2.44267 -2.15924 -1.23199 0.19 -0.09 -0.37
C -3.19261 -1.01500 1.15849 -0.08 0.23 0.16
C -3.05168 0.65335 -1.31511 -0.22 -0.14 -0.09
C 3.49856 0.29677 -0.94502 -0.24 -0.07 0.01
C 2.99570 0.61286 1.80771 -0.04 0.04 0.00
C 2.34603 2.77789 -0.14609 0.02 -0.30 -0.06
H 2.66995 -0.86758 -5.54566 -0.45 -0.65 -0.03
H 2.89293 -2.68058 -3.75914 -0.54 -0.14 -1.30
H -1.17676 4.30291 0.38840 0.06 -0.22 -0.18
H -1.60564 3.13087 -0.89942 0.21 0.09 0.28
H 0.10377 3.58795 -0.63204 -0.47 0.04 0.09
H -2.49775 3.14045 2.25269 -0.07 -0.38 -0.08
H -2.45228 1.41459 2.71918 -0.05 0.35 -0.32
H -3.19317 1.91113 1.16261 0.23 0.13 0.36
H -0.22375 3.24109 3.12631 0.16 -0.04 -0.11
H 1.29337 2.81842 2.31013 -0.28 -0.05 0.16
H 0.36857 1.56858 3.20012 -0.08 0.58 -0.47
H -3.41801 -2.60063 -0.96632 0.42 0.22 -0.13
H -1.64486 -2.86874 -0.98180 -0.25 -0.02 -0.03
H -2.43300 -1.97146 -2.31405 -0.12 -0.07 0.46
H -3.64389 -0.12448 1.60734 0.08 -0.30 -0.08
H -2.57721 -1.53568 1.90751 -0.19 0.16 -0.31
H -3.99244 -1.69789 0.84467 0.13 0.29 0.11
H -3.93332 0.19773 -1.78506 0.12 0.10 0.17
H -2.39148 1.01838 -2.11038 -0.08 -0.07 0.15
H -3.38598 1.50889 -0.71968 0.09 -0.24 -0.19
H 4.42664 0.87572 -0.82634 -0.34 -0.12 0.04
H 3.18482 0.35542 -1.99472 0.15 0.10 0.14
H 3.71832 -0.75055 -0.69814 -0.02 0.20 -0.01
H 4.01800 1.03356 1.79471 -0.43 -0.17 -0.01
H 3.04372 -0.48361 1.94745 0.04 0.54 -0.13
H 2.43244 1.05559 2.64554 0.33 -0.25 -0.43
H 3.40576 3.07418 -0.23016 -0.37 -0.30 0.12
H 1.87248 3.38920 0.63707 0.28 -0.26 -0.50
H 1.85624 2.98063 -1.11042 0.31 0.02 0.27
C 0.12173 -1.34753 -3.12222 1.17 -1.69 0.03
C 0.03660 -0.08635 -3.73273 0.10 0.84 -0.71
C -0.92101 0.10716 -4.74882 1.25 0.73 0.91
C -1.65153 -0.97957 -5.25212 -0.56 -0.71 0.07
C -1.48509 -2.26621 -4.70220 0.11 -0.34 0.46
C -0.62967 -2.43584 -3.62704 -0.50 -0.74 -1.15
S 1.32767 -2.01344 -1.98542 -1.51 -0.09 -1.39
H 1.40064 -0.83524 -1.39805 0.47 1.39 1.10
H 0.85170 0.63964 -3.56533 -0.94 -0.02 0.25
H -1.03023 1.10860 -5.19312 0.13 -0.60 0.10
H -2.33528 -0.84215 -6.09385 0.20 0.03 0.22
H -2.01010 -3.14676 -5.07144 -0.02 0.37 -0.18
H -0.38621 -3.42492 -3.21304 -0.69 0.34 -0.18
C -0.94857 -0.42528 5.43671 -0.06 0.20 0.66
N -0.52811 -0.23264 4.04201 0.49 -1.23 -1.62
C 0.39095 -1.07333 3.49087 -0.06 0.21 2.00
S 0.29489 -1.68400 1.85022 -0.15 0.69 -0.37
N 1.39813 -1.53840 4.24483 -0.53 0.06 -1.70
C 2.06803 -0.82685 5.32939 0.19 0.04 0.88
H -0.13965 -0.07448 6.10146 -0.73 -0.30 -0.13
H -1.19409 -1.49104 5.59261 0.24 0.49 0.16
H -1.85416 0.17280 5.61757 0.44 -0.17 -0.08
H -1.25677 0.04310 3.37660 0.44 -0.20 0.45
H 1.91055 -2.31427 3.81269 -0.16 0.46 0.36
H 1.69749 -1.15023 6.30875 0.03 0.11 -0.19
H 3.12720 -1.09095 5.29559 -0.14 0.10 -0.09
H 1.95956 0.26509 5.23382 -0.05 -0.46 -0.09
```
Positions in Å, forces in eV/Å.

The frontier orbital gap (spin up / spin down) comes out at 5.51 / 4.10 eV. Its highest occupied orbital energy (spin up / spin down) is -17.541 / -20.161 eV. The expectation value of S² is 8.7813. Its total charge is +4. Its largest force on an atom is 3.80 eV Å⁻¹. For the energy relative to the best compared isomer or geometry (same formula, charge and spin), the calculation gives 0.0 kcal per mole. The LUMO energy (spin up / spin down) is -12.03 / -16.06 eV. The spin multiplicity is 6.

Results of the Mulliken charge analysis, in e, for atoms 1 through 8: atom 1 (Ir): 0.73, atom 2 (P): 0.63, atom 3 (P): 0.66, atom 4 (P): 1.06, atom 5 (H): 0.36, atom 6 (C): -0.35, atom 7 (C): -0.30, atom 8 (H): 0.40

Q: total charge of number 3 (C20H45IrN2P3S2)?
A: +4

Q: spin multiplicity of number 2 (C20H45EuN2O2P2)?
A: 8